Record 1
{"formula": "C7H7Br2N5S4SbTm", "method": "ωB97M-V with the def2-TZVPD basis set", "multiplicity": 3, "total_energy_ha": -8611.10237, "e_homo_ev": [-8.853, -8.875], "elements": ["Tm", "Br", "C", "Br", "H", "H", "N", "C", "N", "C", "N", "C", "C", "N", "C", "C", "N", "H", "H", "H", "H", "H", "S", "Sb", "S", "S", "S"], "xyz": [[-1.284, 1.314, -0.624], [-1.412, 3.902, 0.364], [-2.035, 2.240, 1.435], [-3.643, 1.047, -1.718], [-3.100, 2.454, 1.542], [-1.576, 2.417, 2.408], [-1.278, -3.226, -0.597], [-1.813, -2.090, -1.047], [-1.192, -1.084, -0.478], [-0.250, -1.679, 0.320], [-0.285, -2.986, 0.270], [0.700, -0.884, 1.086], [1.703, -1.456, 1.865], [2.568, -0.711, 2.534], [2.438, 0.608, 2.434], [1.446, 1.187, 1.657], [0.579, 0.443, 0.977], [-1.497, -4.171, -0.857], [-2.621, -2.016, -1.755], [1.794, -2.532, 1.936], [3.144, 1.214, 2.987], [1.345, 2.262, 1.569], [2.895, 1.155, -5.194], [1.490, 0.340, -3.552], [-0.453, 1.906, -3.149], [1.124, 2.085, -1.741], [1.215, -1.740, -2.671]], "lowdin_charge": [0.39, 0.47, -0.60, -0.08, -0.05, -0.05, 0.05, -0.16, -0.01, -0.36, 0.15, -0.19, -0.04, 0.10, -0.09, -0.11, 0.03, 0.17, 0.13, 0.12, 0.12, 0.11, -0.13, 0.19, -0.05, -0.06, -0.07]}

=====

Record 2
{"formula": "C7H7BrO", "method": "ωB97M-V with the def2-TZVPD basis set", "smiles": "O=C[C@]1(Br)C=CC=CC1", "total_energy_ha": -2920.10274, "e_homo_ev": -8.874, "de_lowest_kj_mol": 73.4, "elements": ["O", "C", "C", "Br", "C", "C", "C", "C", "C", "H", "H", "H", "H", "H", "H", "H"], "xyz": [[1.484, 2.180, 0.846], [1.601, 0.971, 0.956], [1.037, 0.044, -0.042], [2.590, -0.961, -0.770], [0.284, 0.635, -1.221], [-1.047, 0.537, -1.312], [-1.807, 0.068, -0.216], [-1.324, -0.732, 0.736], [0.117, -1.194, 0.571], [2.073, 0.311, 1.757], [0.974, 1.304, -1.754], [-1.513, 1.091, -2.169], [-2.898, 0.309, -0.097], [-2.107, -1.003, 1.562], [0.560, -1.661, 1.353], [-0.024, -1.899, -0.200]], "lowdin_charge": [0.08, -0.30, -0.71, 0.76, -0.12, -0.10, -0.15, -0.09, -0.16, 0.14, 0.12, 0.13, 0.12, 0.14, 0.06, 0.09]}

=====

Record 3
{"formula": "C7H7Cl21", "method": "ωB97M-V with the def2-TZVPD basis set", "smiles": "ClC(Cl)Cl.ClC(Cl)Cl.ClC(Cl)Cl.ClC(Cl)Cl.ClC(Cl)Cl.ClC(Cl)Cl.ClC(Cl)Cl", "total_energy_ha": -9934.90231, "e_homo_ev": -10.952, "de_lowest_kj_mol": 89.9, "elements": ["Cl", "C", "Cl", "Cl", "H", "Cl", "C", "Cl", "Cl", "H", "Cl", "C", "Cl", "Cl", "H", "Cl", "C", "Cl", "Cl", "H", "Cl", "C", "Cl", "Cl", "H", "Cl", "C", "Cl", "Cl", "H", "Cl", "C", "Cl", "Cl", "H"], "xyz": [[-2.231, -15.982, -37.544], [-3.459, -15.040, -38.434], [-4.761, -14.660, -37.395], [-3.997, -15.875, -39.902], [-3.067, -14.057, -38.694], [-8.998, -10.987, -42.695], [-8.188, -12.321, -41.856], [-8.641, -13.815, -42.724], [-8.815, -12.354, -40.198], [-7.103, -12.227, -41.857], [-6.401, -10.508, -37.975], [-5.198, -10.251, -39.301], [-5.965, -9.991, -40.948], [-4.279, -11.744, -39.400], [-4.550, -9.385, -39.171], [-8.193, -13.454, -36.256], [-7.215, -12.723, -35.002], [-6.455, -13.921, -33.953], [-8.241, -11.539, -34.067], [-6.401, -12.200, -35.503], [-4.503, -6.511, -39.601], [-3.724, -5.273, -40.623], [-3.112, -6.180, -42.016], [-2.640, -4.244, -39.807], [-4.576, -4.680, -40.958], [-3.219, -9.110, -36.624], [-1.465, -8.540, -36.704], [-1.307, -6.817, -36.317], [-0.871, -8.944, -38.311], [-0.898, -9.067, -35.937], [-2.269, -9.340, -41.230], [-2.804, -10.159, -42.730], [-2.769, -11.950, -42.391], [-1.709, -9.874, -44.107], [-3.816, -9.899, -43.039]], "lowdin_charge": [0.52, -1.60, 0.54, 0.53, -0.03, 0.50, -1.54, 0.50, 0.50, -0.03, 0.51, -1.43, 0.52, 0.51, -0.06, 0.52, -1.54, 0.53, 0.48, -0.02, 0.50, -1.57, 0.51, 0.61, 0.01, 0.47, -1.46, 0.53, 0.52, 0.02, 0.46, -1.45, 0.45, 0.52, 0.00]}